Entry 1:
{
  "formula": "C18H17N5O5",
  "method": "ωB97M-V/def2-TZVPD",
  "symbols": ["C", "C", "C", "C", "C", "C", "C", "N", "C", "C", "N", "O", "O", "N", "N", "C", "C", "C", "C", "C", "C", "O", "C", "C", "O", "N", "O", "C", "H", "H", "H", "H", "H", "H", "H", "H", "H", "H", "H", "H", "H", "H", "H", "H", "H"],
  "xyz": [[7.271580, 0.377387, -0.591387], [6.073979, 1.015749, -1.297762], [4.849914, 0.918636, -0.433741], [4.553723, 1.920893, 0.486208], [3.463525, 1.799441, 1.327252], [2.632928, 0.695198, 1.244996], [2.912079, -0.317468, 0.317514], [2.164677, -1.469144, 0.230611], [0.906477, -1.533702, 0.238848], [0.031606, -2.683236, 0.241061], [0.390135, -4.046543, 0.205454], [1.570567, -4.318111, 0.119265], [-0.512568, -4.858706, 0.275137], [-1.232417, -2.309568, 0.206308], [-1.293153, -1.021625, 0.194997], [-2.496202, -0.318772, 0.190968], [-2.570271, 1.016393, 0.578447], [-3.790133, 1.659429, 0.548952], [-4.942692, 0.989579, 0.155373], [-4.869665, -0.372134, -0.181411], [-3.643503, -1.015090, -0.176194], [-5.977363, -1.092370, -0.516856], [-7.190507, -0.454731, -0.175891], [-7.145616, 1.015164, -0.587557], [-6.114155, 1.684849, 0.108483], [-0.035830, -0.459471, 0.287857], [0.166139, 0.741628, -0.382889], [4.033892, -0.196520, -0.502862], [8.159890, 0.442077, -1.215345], [7.470134, 0.884163, 0.350441], [7.069149, -0.669845, -0.379982], [6.296185, 2.063577, -1.510443], [5.900084, 0.502165, -2.244990], [5.188563, 2.792185, 0.550793], [3.252866, 2.570928, 2.054304], [1.818877, 0.571475, 1.949034], [-1.693042, 1.555538, 0.891423], [-3.874811, 2.696842, 0.827708], [-3.588283, -2.056666, -0.444127], [-7.979882, -0.991627, -0.702720], [-7.355833, -0.523988, 0.907618], [-8.073256, 1.529303, -0.333794], [-6.968210, 1.084270, -1.669027], [0.927309, 1.174117, 0.059392], [4.243128, -0.991648, -1.201461]],
  "forces_ev_per_angstrom": [[0.0, 0.1, -0.2], [0.1, -0.1, 0.1], [-0.1, 0.1, -0.1], [0.0, 0.1, 0.0], [0.0, 0.1, 0.0], [0.1, -0.2, 0.1], [0.2, 0.6, 0.1], [0.0, -0.7, -0.2], [0.0, 0.3, -0.1], [-0.7, 1.5, 0.0], [0.0, -0.9, 0.1], [0.1, 0.2, 0.0], [-0.2, -0.1, 0.0], [0.4, -0.6, 0.1], [0.8, -0.2, -0.4], [-1.1, 0.6, 0.1], [0.2, -0.2, 0.0], [-0.4, -0.2, -0.1], [0.2, -0.2, -0.1], [0.1, 0.3, 0.2], [0.0, 0.2, 0.0], [0.3, -0.1, -0.1], [-0.3, 0.5, 0.1], [-0.2, -0.5, -0.2], [0.2, 0.1, 0.2], [0.6, 0.0, 0.7], [-0.2, -0.5, -0.5], [-0.1, 0.1, 0.1], [0.1, 0.0, 0.0], [0.0, 0.0, 0.1], [0.0, -0.1, 0.0], [0.0, 0.0, -0.1], [0.0, 0.1, 0.0], [0.1, 0.1, 0.0], [0.0, 0.1, 0.1], [-0.1, 0.0, 0.0], [0.1, 0.0, 0.0], [0.0, 0.1, 0.0], [0.0, -0.1, 0.0], [0.0, 0.1, 0.1], [0.0, 0.0, -0.1], [0.0, -0.1, -0.1], [0.0, 0.0, 0.1], [-0.1, -0.3, 0.2], [0.0, -0.1, -0.1]],
  "lowdin_charge": [-0.09, -0.21, -0.24, -0.05, -0.08, -0.07, -0.28, 0.17, -0.19, -0.12, -0.37, 0.10, 0.08, 0.23, -0.05, -0.17, -0.01, 0.02, -0.20, -0.19, 0.08, -0.01, -0.14, -0.14, -0.02, -0.01, 0.06, 0.03, 0.07, 0.07, 0.08, 0.11, 0.11, 0.11, 0.10, 0.12, 0.11, 0.12, 0.13, 0.13, 0.14, 0.13, 0.14, 0.10, 0.12],
  "homo_lumo_gap_ev": 7.15,
  "e_above_lowest_kj_mol": 565.7,
  "e_lumo_ha": -0.0253,
  "smiles": "CCc1cccc(/N=c2/c([N+](=O)[O-])nn(-c3ccc4c(c3)OCCO4)n2O)c1",
  "e_homo_ha": -0.2880,
  "largest_force_ha_per_bohr": 0.03263
}

---

Entry 2:
{
  "formula": "C21H45AlCaN",
  "method": "ωB97M-V/def2-TZVPD",
  "symbols": ["C", "C", "C", "C", "C", "C", "C", "C", "C", "C", "C", "C", "C", "C", "C", "C", "C", "C", "Al", "C", "C", "C", "N", "H", "H", "H", "H", "H", "H", "H", "H", "H", "H", "H", "H", "H", "H", "H", "H", "H", "H", "H", "H", "H", "H", "H", "H", "H", "H", "H", "H", "H", "H", "H", "H", "H", "H", "H", "H", "H", "H", "H", "H", "H", "H", "H", "H", "H", "Ca"],
  "xyz": [[-7.045086, 6.732897, 1.264706], [-8.469704, 6.014032, 0.818366], [-8.110114, 4.633842, -0.049096], [-7.546176, 3.549888, 1.079547], [-6.017846, 3.097655, 0.666209], [-5.754693, 1.520300, 1.148190], [-4.873258, 1.485502, 2.568354], [-4.161570, 0.004131, 2.778310], [-2.653141, -0.052575, 2.059554], [-1.985672, -1.487950, 2.556228], [-0.872620, -1.940923, 1.439695], [0.179100, -3.117038, 1.991333], [1.755136, -2.725724, 1.767535], [2.664324, -3.915079, 1.070930], [3.374829, -3.417892, -0.359658], [5.007583, -3.374388, -0.219298], [5.791535, -2.598922, -1.432023], [5.133908, -1.168123, -1.886394], [5.966505, -0.419374, -3.654367], [7.930263, 0.138792, -3.456688], [8.812011, -0.866414, -4.441755], [9.574826, -2.180730, -3.789757], [8.881172, -0.621002, -5.816581], [-6.182781, 6.422010, 0.524454], [-7.212901, 7.899218, 1.336332], [-6.758403, 6.274265, 2.325951], [-9.078832, 5.676080, 1.765885], [-9.150453, 6.732977, 0.181060], [-7.238583, 4.817325, -0.832061], [-9.111035, 4.251389, -0.569536], [-7.541735, 4.013725, 2.176611], [-8.311920, 2.659730, 1.094962], [-5.793082, 3.141121, -0.487531], [-5.286804, 3.777698, 1.312190], [-6.823428, 1.022712, 1.330642], [-5.107107, 0.939779, 0.357912], [-3.973856, 2.264447, 2.524556], [-5.557517, 1.690409, 3.506103], [-3.977269, -0.245736, 3.915716], [-4.769521, -0.877310, 2.277141], [-2.014736, 0.882066, 2.371318], [-2.768713, -0.058288, 0.890414], [-2.819120, -2.325183, 2.685096], [-1.408997, -1.258480, 3.559759], [-0.294072, -0.961286, 1.105111], [-1.380976, -2.371989, 0.470193], [-0.125395, -4.179630, 1.551452], [-0.034985, -3.174951, 3.164318], [1.788576, -1.700688, 1.183026], [2.197244, -2.497104, 2.852635], [1.977159, -4.853672, 0.902212], [3.505113, -4.255124, 1.842853], [3.013175, -4.170250, -1.212828], [2.869933, -2.385717, -0.606238], [5.391949, -4.504259, -0.247490], [5.323078, -2.902309, 0.811506], [5.974187, -3.259734, -2.395591], [6.880670, -2.346472, -1.014824], [3.990882, -1.329831, -2.148426], [5.267850, -0.393173, -0.989336], [5.801896, -1.529251, -4.805400], [5.111443, 0.885773, -4.044413], [8.326488, 0.187596, -2.356498], [8.030776, 1.227726, -3.922180], [10.465449, -2.581919, -4.434406], [9.912694, -1.849613, -2.695783], [8.758485, -3.015767, -3.658690], [9.487182, -1.376093, -6.237051], [1.066678, -3.653122, -1.464465]],
  "forces_ev_per_angstrom": [[-0.8, -0.7, 0.6], [0.5, -0.4, -0.8], [-0.4, 0.5, 1.4], [-0.1, 0.2, -0.9], [-0.1, -1.2, 1.2], [0.4, 0.7, 1.0], [0.1, -1.0, -0.2], [0.9, 0.2, -0.5], [-1.1, -0.8, 0.5], [0.4, 0.9, -0.9], [0.5, -0.2, 0.0], [-0.8, 0.6, 0.9], [-0.1, 0.1, 0.9], [0.0, 0.3, 0.3], [-0.5, -0.4, 1.4], [0.7, -0.7, -0.9], [0.7, 1.1, -0.2], [-0.1, -1.1, 1.8], [0.2, 0.6, -0.2], [2.1, -0.1, -1.1], [0.5, 0.8, -3.1], [-1.1, 1.0, 0.8], [0.2, -1.6, 5.6], [-1.8, 0.9, 1.4], [0.7, -2.5, -0.1], [-0.5, 1.3, -2.2], [1.2, 0.8, -1.9], [1.5, -1.3, 1.3], [-2.1, -0.2, 1.5], [2.4, 0.7, 1.0], [0.0, -0.9, -2.5], [1.7, 1.5, 0.0], [-0.6, 0.3, 2.4], [-1.4, -1.3, -1.8], [2.6, 0.8, -0.5], [-1.5, 1.0, 1.4], [-2.1, -1.5, 0.1], [1.4, -0.2, -2.0], [-0.6, 0.5, -2.2], [1.0, 1.9, 1.2], [-1.1, -2.0, -0.5], [0.2, 0.1, 2.2], [1.9, 1.9, -0.1], [-1.2, -0.8, -1.9], [-1.0, -2.0, 0.8], [0.5, 0.9, 1.6], [0.7, 2.0, 0.8], [0.6, -0.2, -2.6], [0.2, -2.1, 1.0], [-0.9, -0.4, -2.6], [1.1, 1.4, 0.3], [-1.8, 0.6, -2.0], [1.8, 0.7, 1.0], [1.3, -1.2, 0.1], [-1.1, 2.3, 0.4], [-1.1, -0.9, -2.0], [-0.7, 1.0, 2.1], [-2.3, -0.7, -0.8], [1.7, 0.4, 0.4], [-0.6, -1.6, -1.8], [-0.1, -0.4, 0.2], [-0.2, 0.0, 0.2], [-0.4, -0.3, -2.1], [-0.2, -2.3, 0.9], [-1.8, 0.9, 1.2], [-0.5, -0.9, -2.4], [1.6, 1.5, -0.3], [-0.8, 0.8, 0.6], [0.0, 0.7, 0.8]],
  "lowdin_charge": [-0.15, -0.27, -0.22, -0.22, -0.21, -0.20, -0.21, -0.23, -0.22, -0.22, -0.24, -0.22, -0.21, -0.21, -0.32, -0.19, -0.29, -0.32, 0.22, -0.26, -0.41, -0.10, 0.03, 0.07, 0.08, 0.08, 0.10, 0.10, 0.10, 0.11, 0.11, 0.10, 0.11, 0.11, 0.11, 0.10, 0.11, 0.12, 0.11, 0.12, 0.12, 0.11, 0.13, 0.13, 0.12, 0.09, 0.10, 0.13, 0.11, 0.14, 0.09, 0.15, 0.02, 0.06, 0.14, 0.14, 0.11, 0.13, 0.01, 0.08, -0.09, -0.11, 0.05, 0.07, 0.08, 0.08, 0.07, 0.02, 1.64],
  "homo_lumo_gap_ev": 2.12,
  "e_lumo_ha": -0.2604,
  "charge": 1,
  "e_homo_ha": -0.3382,
  "largest_force_ha_per_bohr": 0.11327
}